Molecular formula: C6H6
Method: DFT, ωB97M-V with the def2-TZVPD basis set

XYZ file:
```
12
Properties=species:S:1:pos:R:3:nbo_charge:R:1
H 2.19 -0.13 0.44 0.22
H 1.86 -0.25 -1.30 0.22
C -0.87 0.24 -1.11 0.02
C -0.42 -0.13 1.27 0.00
C -1.69 0.65 -1.89 -0.24
H 1.42 -1.59 -0.20 0.22
C 0.15 0.22 -0.04 -0.37
H -2.38 1.14 -2.54 0.24
H -1.26 -0.56 3.34 0.24
H 0.39 1.28 -0.03 0.26
C -0.86 -0.37 2.36 -0.22
C 1.48 -0.50 -0.30 -0.58
```

Values from the calculation:
DFT total energy: -232.07624 hartree
multiplicity: 1
energy above the lowest of the compared OMol25 structures with the same formula, charge and spin: 94.2 kcal per mole
structure (SMILES): C#CC(C)C#C
LUMO energy: 1.0 eV


Molecular formula: C6H6
Method: DFT, ωB97M-V with the def2-TZVPD basis set

XYZ file:
```
12
Properties=species:S:1:pos:R:3:nbo_charge:R:1
C 0.63 -0.14 -1.30 -0.18
H -0.05 0.49 2.55 0.21
H -1.41 1.45 0.12 0.23
H 0.97 -0.59 -2.23 0.21
C -0.21 0.05 1.43 -0.18
C -0.15 -1.14 0.85 -0.20
C -0.57 -0.70 -0.55 -0.26
C 0.75 1.00 -0.68 -0.20
H 0.40 -2.07 1.05 0.21
H 1.64 1.62 -0.45 0.21
C -0.49 0.88 0.22 -0.26
H -1.49 -0.80 -1.11 0.23
```

Values from the calculation:
DFT total energy: -232.05169 hartree
multiplicity: 1
energy above the lowest of the compared OMol25 structures with the same formula, charge and spin: 109.6 kcal per mole
structure (SMILES): C1=CC2C=CC12
LUMO energy: 1.1 eV


Molecular formula: C6H6BNO4
Method: DFT, ωB97M-V with the def2-TZVPD basis set

XYZ file:
```
18
Properties=species:S:1:pos:R:3:nbo_charge:R:1
O 2.38 -1.79 0.40 -0.89
O 0.51 -3.28 -0.12 -0.91
C -2.32 0.24 -0.02 -0.18
C -1.94 1.51 -0.21 -0.19
C -1.49 -0.90 0.04 -0.29
H -2.60 2.37 -0.22 0.22
B 1.07 -2.01 0.11 1.08
H -1.99 -1.77 0.21 0.23
O 2.02 2.75 -0.35 -0.37
O 2.62 0.89 0.56 -0.42
C -0.57 2.01 -0.16 -0.22
C 0.49 1.18 -0.06 0.08
C -0.14 -0.93 0.14 -0.11
H -0.28 3.12 -0.27 0.25
H -3.42 0.06 -0.28 0.23
H 1.09 -4.09 -0.23 0.51
H 2.80 -0.96 0.41 0.53
N 1.78 1.61 0.04 0.45
```

Values from the calculation:
DFT total energy: -612.66723 hartree
multiplicity: 1
energy above the lowest of the compared OMol25 structures with the same formula, charge and spin: 99.4 kcal per mole
LUMO energy: -1.3 eV


Molecular formula: C6H6Cl2
Method: DFT, ωB97M-V with the def2-TZVPD basis set

XYZ file:
```
14
Properties=species:S:1:pos:R:3:nbo_charge:R:1
C -0.80 2.49 -0.78 -0.21
C 0.72 -0.73 -0.70 -0.62
C -0.76 -0.33 1.26 -0.35
H -1.45 0.27 1.83 0.21
H 1.58 -0.12 -0.97 0.22
H 1.05 -1.59 -0.14 0.22
C 1.90 0.57 2.98 -0.15
H 0.25 -1.07 -1.63 0.22
H -0.51 -1.30 1.65 0.20
H -1.02 3.45 -1.14 0.23
Cl 1.16 0.47 4.48 0.07
C -0.56 1.37 -0.40 -0.04
Cl 1.77 2.09 2.29 0.08
C -0.25 0.09 0.10 -0.09
```

Values from the calculation:
DFT total energy: -1152.41602 hartree
multiplicity: 1
energy above the lowest of the compared OMol25 structures with the same formula, charge and spin: 110.5 kcal per mole
LUMO energy: -0.8 eV


Molecular formula: C6H6Cl2N2O2
Method: DFT, ωB97M-V with the def2-TZVPD basis set

XYZ file:
```
18
Properties=species:S:1:pos:R:3:nbo_charge:R:1
C -0.20 -3.00 0.48 -0.43
Cl 2.31 -1.00 -1.32 0.13
H 0.28 -2.86 1.45 0.18
H -0.21 2.68 -1.95 0.23
N -0.19 1.44 -0.25 -0.31
N -0.79 -1.78 -0.03 -0.57
H -0.98 -3.76 0.57 0.20
C -0.56 2.67 -0.92 -0.43
Cl 3.41 0.63 0.83 0.13
C 1.00 1.03 -0.23 0.44
H -0.11 3.51 -0.38 0.23
C -1.35 0.60 0.21 0.64
O -0.41 -0.28 1.78 -0.69
H 0.54 -3.35 -0.25 0.19
C 2.08 0.30 -0.20 -0.14
C -0.81 -0.74 0.66 0.47
O -2.39 1.14 0.42 -0.51
H -1.64 2.76 -0.88 0.26
```

Values from the calculation:
DFT total energy: -1412.44934 hartree
multiplicity: 1
energy above the lowest of the compared OMol25 structures with the same formula, charge and spin: 35.8 kcal per mole
LUMO energy: -2.0 eV


Molecular formula: C6H6Cl2N3O2S
Method: DFT, ωB97M-V with the def2-TZVPD basis set

XYZ file:
```
20
Properties=species:S:1:pos:R:3:nbo_charge:R:1
H -2.05 -0.12 3.14 0.25
O -0.58 0.63 0.19 -0.51
H -0.88 -1.77 -2.89 0.32
C -1.77 -0.03 2.12 -0.35
Cl -0.61 3.00 3.28 0.20
C 0.25 1.72 -0.15 0.53
H 0.70 -0.52 -2.76 0.27
C -0.42 2.15 1.89 0.20
N 1.93 -1.27 -0.35 -0.77
C -1.02 0.86 1.50 0.17
S 1.00 -2.51 -1.59 1.50
H 2.60 -1.82 0.20 0.47
C -0.04 -1.25 -2.30 -0.93
H -1.98 -1.04 1.57 0.23
N 1.45 1.07 -0.54 -0.37
O 0.14 -3.29 -0.76 -0.81
C 1.82 -0.05 -0.34 0.76
H -0.64 -0.81 -1.44 0.30
N 0.41 2.50 0.97 -0.45
Cl -0.30 2.54 -1.72 0.01
```

Values from the calculation:
DFT total energy: -1865.15469 hartree
multiplicity: 1
energy above the lowest of the compared OMol25 structures with the same formula, charge and spin: 0.0 kcal per mole
total charge: +1
LUMO energy: -5.4 eV


Molecular formula: C6H6Cl2NOP
Method: DFT, ωB97M-V with the def2-TZVPD basis set

XYZ file:
```
17
Properties=species:S:1:pos:R:3:nbo_charge:R:1
C 0.67 1.76 0.63 -0.31
H 1.97 -1.38 -1.32 0.20
N -0.22 -1.74 -0.57 -0.80
P -3.23 -0.26 0.49 1.45
H 2.75 2.50 0.71 0.22
H -1.12 -2.09 -0.31 0.39
H 0.06 2.66 0.90 0.24
C 0.42 -0.62 -0.10 0.05
Cl -3.60 -1.11 -1.31 -0.25
Cl -4.36 1.43 0.70 -0.25
C 0.02 0.58 0.39 0.08
H 3.56 0.28 -0.41 0.22
C 2.05 1.70 0.40 -0.23
C 2.53 0.53 -0.34 -0.23
C 1.72 -0.52 -0.62 -0.21
H 0.38 -2.49 -0.76 0.38
O -3.59 -1.24 1.52 -0.95
```

Values from the calculation:
DFT total energy: -1623.87473 hartree
multiplicity: 3
LUMO energy (alpha / beta): 0.6 / -3.0 eV


Molecular formula: C6H6Cl4Si
Method: DFT, ωB97M-V with the def2-TZVPD basis set

XYZ file:
```
17
Properties=species:S:1:pos:R:3:nbo_charge:R:1
Cl -1.40 -3.12 1.07 0.08
Cl -0.75 -0.87 -3.77 0.07
H 2.52 2.18 0.78 -0.15
C 0.31 0.01 -1.39 -0.21
H -0.89 1.90 0.95 0.24
C -0.47 -2.35 -0.09 -0.19
Cl -2.47 -2.75 -1.78 0.09
C -0.49 -0.96 -2.05 -0.02
Cl 0.82 1.36 -2.44 -0.02
H 1.95 0.48 2.43 -0.15
C -1.03 -2.05 -1.33 -0.17
C 0.64 0.07 -0.14 -0.28
H 0.11 3.25 1.95 0.25
Si 1.39 1.16 1.22 1.04
H -0.56 1.79 2.74 0.24
H 0.54 -2.32 0.15 0.24
C -0.20 2.20 1.69 -1.06
```

Values from the calculation:
DFT total energy: -2362.31570 hartree
multiplicity: 1
energy above the lowest of the compared OMol25 structures with the same formula, charge and spin: 73.8 kcal per mole
LUMO energy (alpha / beta): -1.5 / -1.7 eV